Entry 1
The following is a DFT calculation (the ωB97M-V functional and the def2-TZVPD basis) of an isolated molecule of C18H22N2O4S.

```
47
Properties=species:S:1:pos:R:3:mulliken_charge:R:1
C -0.05498 2.74546 0.08088 -0.938
C 1.14370 2.85697 -0.85952 -0.503
O 1.15228 1.88287 -1.88020 -0.113
C 0.24826 2.11899 -2.94360 -0.742
C 0.17897 0.87700 -3.82855 -0.102
H -0.63253 1.00882 -4.54589 0.484
C 1.47448 0.61124 -4.60320 -0.957
N 2.64655 0.41153 -3.78794 -0.290
S 2.91384 -1.09993 -3.14101 1.389
O 2.45907 -2.06385 -4.10037 -0.698
O 4.28571 -1.12197 -2.72592 -0.732
C 1.90395 -1.19673 -1.66459 0.025
C 0.68765 -1.84890 -1.68272 -0.727
C -0.11105 -1.85505 -0.55318 -0.565
C 0.32476 -1.20647 0.60190 0.531
C 1.57168 -0.57500 0.61288 -0.547
C 2.35656 -0.56743 -0.52169 -0.832
H 3.32438 -0.09302 -0.53678 0.482
H 1.91681 -0.08812 1.51474 0.367
N -0.43448 -1.15259 1.76977 -0.133
C -1.68457 -1.66018 2.01187 0.603
O -2.34041 -2.28092 1.20385 -0.639
C -2.17515 -1.38927 3.39509 0.337
C -1.89149 -0.21168 4.08156 -0.248
C -2.39758 -0.01291 5.35372 -0.730
C -3.18243 -0.98472 5.95249 -0.387
C -3.48026 -2.15203 5.26846 -0.540
C -2.98726 -2.34925 3.99249 -0.446
H -3.21790 -3.24666 3.43880 0.416
H -4.10106 -2.90579 5.72874 0.388
H -3.56929 -0.82645 6.94802 0.384
H -2.18122 0.90574 5.87881 0.388
H -1.30779 0.57152 3.61703 0.417
H 0.02564 -0.70240 2.54945 0.219
H -1.06539 -2.35446 -0.55472 0.530
H 0.38273 -2.35763 -2.58429 0.561
H 2.77697 1.12643 -3.08740 0.387
H 1.67600 1.44855 -5.28021 0.376
H 1.36982 -0.30095 -5.19385 0.385
H -0.05242 0.02060 -3.19543 -0.069
H -0.75396 2.33337 -2.55066 0.392
H 0.58274 2.99223 -3.52670 0.344
H 1.19008 3.86514 -1.29650 0.352
H 2.06545 2.67627 -0.29970 0.315
H -0.97733 3.03772 -0.41462 0.344
H -0.15409 1.71750 0.42085 0.099
H 0.09458 3.39642 0.93785 0.421
```

Output
Gap between HOMO and LUMO   0.334 Eh
SMILES string   CCOCCCNS(=O)(=O)c1ccc(NC(=O)c2ccccc2)cc1
LUMO level   0.258 eV
Spin multiplicity   1

---

Entry 2
The following is a DFT calculation (the ωB97M-V functional and the def2-TZVPD basis) of an isolated molecule of C18H22N2O4S.

```
47
Properties=species:S:1:pos:R:3:mulliken_charge:R:1
C 4.46834 3.46212 3.46020 -0.769
H 3.72261 4.13879 3.89615 0.303
O 3.96432 2.81398 2.32322 -0.275
C 3.59744 3.70778 1.29808 -1.081
C 3.04078 2.92807 0.11085 0.521
C 4.01807 1.89389 -0.45474 -0.874
C 3.10228 0.94901 -1.21980 -0.673
N 1.86336 0.97128 -0.46041 0.192
C 0.95609 0.00121 -0.62894 0.125
O 1.10112 -0.89838 -1.44643 -0.738
C -0.27224 0.03975 0.20510 0.505
N -0.82594 1.11104 0.71825 -0.394
O -1.98900 0.72850 1.29412 -0.286
C -2.15375 -0.59312 1.13088 0.333
C -1.08349 -1.09944 0.45143 -0.029
H -0.88410 -2.10565 0.15011 0.506
C -3.40345 -1.22160 1.65406 -0.988
H -3.40711 -1.17545 2.74974 0.435
H -4.27189 -0.66038 1.28244 0.437
O -3.49880 -2.58969 1.36111 -0.443
C -3.50776 -3.08020 0.08523 0.112
C -3.34827 -4.47033 0.05243 -0.583
C -3.33592 -5.17540 -1.12947 -0.512
C -3.49123 -4.49970 -2.32980 -0.681
C -3.66506 -3.13327 -2.31434 -0.414
C -3.66671 -2.40450 -1.12764 0.848
S -3.91532 -0.64018 -1.28071 -0.092
C -2.64733 -0.21344 -2.51411 -0.981
H -2.49865 0.85851 -2.42439 0.362
H -1.72580 -0.73910 -2.28186 0.290
H -2.99002 -0.45397 -3.51589 0.429
H -3.81044 -2.60489 -3.24384 0.324
H -3.48695 -5.03249 -3.26784 0.395
H -3.20441 -6.24633 -1.11616 0.375
H -3.22815 -4.96862 1.00165 0.424
C 1.82553 2.07107 0.48192 -0.943
H 0.88220 2.61213 0.40653 0.386
H 1.93773 1.69837 1.50547 0.231
H 3.47525 -0.07506 -1.28610 0.325
H 2.91469 1.30777 -2.23877 0.302
H 4.78093 2.33847 -1.09011 0.404
H 4.49830 1.37538 0.37450 0.318
H 2.76619 3.64344 -0.66985 0.386
H 4.47449 4.29322 0.97845 0.472
H 2.83590 4.41259 1.66825 0.472
H 5.36977 4.04092 3.22214 0.304
H 4.71640 2.68389 4.17890 0.241
```

Output
Gap between HOMO and LUMO   0.333 Eh
SMILES string   COC[C@H]1CCN(C(=O)c2cc(COc3ccccc3SC)on2)C1
LUMO level   0.798 eV
Spin multiplicity   1

---

Ranked by calculated energy, most stable first: entry 1, entry 2.

---

Entry 1
The following is a DFT calculation (the ωB97M-V functional and the def2-TZVPD basis) of an isolated molecule of C6H10S.

```
17
Properties=species:S:1:pos:R:3:mulliken_charge:R:1
C -1.90418 -0.99216 -0.50781 -0.191
C -0.96871 -0.28406 -1.10323 -0.817
C -1.45183 -0.83583 0.90981 -1.118
C -0.22528 0.01965 0.33730 0.949
C -0.09737 1.47572 0.77393 -1.093
C 2.39598 -0.10445 -0.72301 -0.778
S 1.37911 -0.78035 0.67630 -0.106
H -2.82866 -1.47434 -0.79022 0.406
H -0.67364 -0.04930 -2.13846 0.364
H -1.93936 -0.39641 1.65659 0.394
H -1.01502 -1.89384 1.28854 0.231
H -0.11508 1.37757 1.90384 0.322
H -0.92479 2.00501 0.28924 0.334
H 0.88708 1.80993 0.35904 0.285
H 3.03092 0.83817 -0.46028 0.274
H 1.66650 0.34972 -1.35369 0.212
H 2.78431 -1.06505 -1.11788 0.332
```

Output
Gap between HOMO and LUMO   0.344 Eh
SMILES string   CS[C@@]1(C)C=CC1
LUMO level   0.987 eV
Spin multiplicity   1

---

Entry 2
The following is a DFT calculation (the ωB97M-V functional and the def2-TZVPD basis) of an isolated molecule of C6H10S.

```
17
Properties=species:S:1:pos:R:3:mulliken_charge:R:1
C -0.03244 1.37122 0.10571 0.171
C -0.97023 0.37661 0.81491 -0.738
C -0.03231 -0.84760 0.93717 -0.061
C 0.18357 -2.21600 0.29343 -0.445
C 0.42943 -0.92201 -0.54184 0.006
C 1.04957 0.55777 -0.56352 -1.109
H -0.67908 1.63989 -2.28466 0.129
H 0.26771 2.14254 0.82537 0.278
H -1.89851 0.18732 0.21330 0.232
H -1.38012 0.68420 1.85534 0.293
H 0.75878 -0.64071 1.64046 0.172
H -0.71677 -2.75010 -0.17914 0.220
H 0.95777 -2.62089 0.79270 0.314
H -0.44252 -1.04772 -1.28165 0.075
H 1.95288 0.54166 0.04644 0.266
H 1.36070 0.97469 -1.51739 0.423
S -0.80844 2.56913 -1.15663 -0.228
```

Output
Gap between HOMO and LUMO   0.346 Eh
SMILES string   SC1C[C@H]2C[C@@H]2C1
LUMO level   0.953 eV
Spin multiplicity   1

---

Ranked by calculated energy, most stable first: entry 1, entry 2.

---

Entry 1
The following is a DFT calculation (the ωB97M-V functional and the def2-TZVPD basis) of an isolated molecule of C4H6ClNOS.

```
14
Properties=species:S:1:pos:R:3:mulliken_charge:R:1
C -0.26399 -0.20956 0.36961 0.710
C 1.03457 -0.81261 0.84069 -0.627
C -2.51911 -0.92185 -0.04993 -0.062
C -3.15601 0.17810 -0.48283 -0.694
H 0.15066 3.20495 -0.08881 0.152
H 0.82616 -1.73342 1.38255 0.275
H 1.66618 -0.12533 1.45350 0.350
H -3.04334 -1.86765 0.06956 0.325
H -4.18141 0.10948 -0.71540 0.273
H -2.64884 1.08223 -0.54380 0.359
N -0.45686 1.01010 0.02609 -0.430
O -1.22115 -1.13644 0.37159 -0.310
S 0.88370 2.06955 0.01372 -0.175
Cl 2.08740 -1.24511 -0.52927 -0.147
```

Output
Gap between HOMO and LUMO   0.349 Eh
SMILES string   C=CO/C(CCl)=N/S
LUMO level   0.726 eV
Spin multiplicity   1

---

Entry 2
The following is a DFT calculation (the ωB97M-V functional and the def2-TZVPD basis) of an isolated molecule of C4H6ClNOS.

```
14
Properties=species:S:1:pos:R:3:mulliken_charge:R:1
C 2.41493 -0.44336 -0.52519 -0.587
C 0.22842 -0.09561 0.33728 0.501
C -2.25915 0.16960 0.44965 -0.632
C -0.80811 0.85888 0.59808 -0.069
H 2.09833 -1.64443 -0.64158 0.267
H 2.56795 -0.12079 -1.73995 0.226
H 3.47125 -0.34942 -0.10605 0.251
H -3.14143 0.57174 0.05310 0.377
H -2.82613 -0.24225 1.37946 0.297
H -0.53321 1.30555 1.49419 0.410
N -0.18078 -1.15652 -0.30658 -0.503
O 1.53041 0.22861 0.40065 -0.316
S -1.82555 -1.30203 -0.66446 -0.013
Cl -0.73690 2.22002 -0.72858 -0.209
```

Output
Gap between HOMO and LUMO   0.321 Eh
SMILES string   COC1=NSC[C@@H]1Cl
LUMO level   0.292 eV
Spin multiplicity   1

---

Ranked by calculated energy, most stable first: entry 1, entry 2.

---

Entry 1
The following is a DFT calculation (the ωB97M-V functional and the def2-TZVPD basis) of a cluster of 3 separate species, ClFHN2O in total.

```
6
Properties=species:S:1:pos:R:3:mulliken_charge:R:1
N -1.41870 -2.26056 -2.39308 0.799
N -2.39178 -2.68779 -2.03822 -0.306
O -0.49113 -1.92526 -2.93446 -0.516
F 0.66863 1.26663 -0.15193 -0.453
Cl -0.69470 -1.13871 0.34279 -0.844
H 0.25464 0.50138 0.29245 0.320
```

Output
Gap between HOMO and LUMO   0.325 Eh
LUMO level   4.229 eV
Spin multiplicity   1
Total charge   -1

---

Entry 2
The following is a DFT calculation (the ωB97M-V functional and the def2-TZVPD basis) of a structure of composition ClFHN2O.

```
6
Properties=species:S:1:pos:R:3:mulliken_charge:R:1
N 0.12101 0.08926 -1.50213 0.703
N 1.14661 0.58718 -1.48772 -0.273
O -0.90096 -0.43380 -1.77773 -0.492
F 0.36063 -0.82438 2.42146 -0.523
Cl -0.88860 0.84224 0.77628 -0.771
H 0.16132 -0.26049 1.56985 0.355
```

Output
Gap between HOMO and LUMO   0.334 Eh
LUMO level   4.321 eV
Spin multiplicity   1
Total charge   -1

---

Ranked by calculated energy, most stable first: entry 1, entry 2.

---

Entry 1
The following is a DFT calculation (the ωB97M-V functional and the def2-TZVPD basis) of an isolated molecule of C10H15N3S.

```
29
Properties=species:S:1:pos:R:3:mulliken_charge:R:1
C 1.31463 1.92081 2.12925 -0.488
C 2.59294 0.65340 0.49821 -0.080
C 0.20941 1.29872 1.58174 0.000
C 0.36220 0.36959 0.56685 0.341
C -2.93664 -0.01323 -1.92848 -0.660
C -2.54797 -1.15832 -2.92480 -0.822
C -2.27648 -1.29583 -1.45034 -0.277
C -0.53964 -2.61672 -0.32607 -1.926
C 3.64711 2.13966 2.12308 -0.974
C -0.89780 -1.24022 -0.92845 0.330
N 1.54950 -0.02675 0.06014 -0.410
N 2.48912 1.66540 1.45926 0.137
N -0.86138 -0.18626 0.11392 -0.168
S -1.34239 1.75055 2.17774 -0.484
H 1.31717 2.76895 2.78968 0.475
H 3.62588 0.30172 0.18864 0.276
H -2.28170 0.84501 -1.99163 0.254
H -3.90237 0.18373 -1.51196 0.339
H -3.26772 -1.75396 -3.40845 0.334
H -1.67138 -0.85377 -3.37089 0.303
H -3.00715 -1.89707 -0.81614 0.397
H -1.04066 -2.80547 0.58099 0.429
H 0.44768 -2.79231 -0.21430 0.503
H -0.90794 -3.39400 -0.95019 0.486
H 4.59538 1.56924 1.84004 0.292
H 3.78031 3.21125 1.94776 0.339
H 3.46368 2.17491 3.21157 0.361
H -0.18951 -1.04499 -1.70782 0.298
H -1.72429 0.22597 0.26065 0.394
```

Output
Gap between HOMO and LUMO (alpha / beta)   0.253 / 0.253 Eh
LUMO level (alpha / beta)   -0.019 / -0.018 eV
Spin multiplicity   1

---

Entry 2
The following is a DFT calculation (the ωB97M-V functional and the def2-TZVPD basis) of an isolated molecule of C10H15N3S.

```
29
Properties=species:S:1:pos:R:3:mulliken_charge:R:1
C -1.60624 0.34169 -0.35819 -0.331
C 2.44879 -0.24529 -2.03554 -0.696
C 1.32565 -0.01089 -2.86037 -0.400
C 1.96053 -0.24188 -0.73632 0.189
C -1.50014 -1.82811 1.75250 -1.852
C -0.46598 -2.45242 -0.41001 -1.253
C -0.11745 3.84708 0.58102 -0.838
C -0.00293 0.95506 1.39610 -0.912
C -0.37233 -1.51556 0.78438 0.295
C -0.33305 -0.03418 0.26233 0.894
N -2.65085 0.58450 -0.75533 -0.582
N 0.25905 0.13883 -2.08625 -1.065
N 0.66347 -0.02066 -0.83802 1.129
S 0.99245 2.44549 0.83465 -0.016
H 3.55582 -0.38449 -2.36302 0.285
H 1.28634 -0.12612 -3.96806 0.362
H 2.47684 -0.38417 0.27709 0.307
H -2.43686 -1.66139 1.27122 0.424
H -1.40201 -2.85054 2.04138 0.462
H -1.50874 -1.14328 2.55705 0.418
H -1.22218 -2.08570 -1.22064 0.309
H -0.65394 -3.49533 -0.07178 0.411
H 0.40353 -2.61454 -1.09727 0.242
H 0.32762 4.60966 -0.07444 0.327
H -0.56483 4.34783 1.44548 0.316
H -1.02059 3.47546 0.10084 0.256
H -0.92729 1.39032 1.88699 0.472
H 0.61667 0.48284 2.23131 0.354
H 0.46864 -1.52423 1.45285 0.491
```

Output
Gap between HOMO and LUMO   0.350 Eh
SMILES string   CSC[C@](C#N)(C(C)C)n1cccn1
LUMO level   0.627 eV
Spin multiplicity   1

---

Entry 3
The following is a DFT calculation (the ωB97M-V functional and the def2-TZVPD basis) of an isolated molecule of C10H15N3S.

```
29
Properties=species:S:1:pos:R:3:mulliken_charge:R:1
C -3.13059 -2.26278 -0.00865 0.576
C -3.81039 1.07950 0.32677 -0.934
C -4.06872 -0.24784 0.30119 -0.453
C -2.44285 1.23370 0.11407 -0.217
C 0.49421 1.61424 1.29368 -1.299
C 1.76282 1.02562 -0.78354 -1.907
C 2.11063 -3.17036 0.34908 -0.886
C 0.11994 -1.37156 -0.47806 -0.962
C 0.36984 1.20820 -0.18247 0.628
C -0.45848 -0.03575 -0.32981 0.186
N -3.41732 -3.37095 -0.05454 -0.506
N -2.86381 -0.94225 0.06450 -0.304
N -1.81043 0.03824 -0.06295 0.352
S 0.91671 -2.03958 1.11291 -0.065
H -4.51304 1.87100 0.48432 0.420
H -4.97539 -0.80586 0.40702 0.404
H -1.92177 2.16020 0.02985 0.352
H 1.00707 2.56827 1.38147 0.392
H -0.48230 1.70142 1.76282 0.415
H 1.06019 0.85774 1.83087 0.322
H 2.34221 0.31536 -0.20069 0.314
H 2.28580 1.97739 -0.77271 0.462
H 1.69958 0.68667 -1.81337 0.418
H 1.58793 -3.83049 -0.33901 0.287
H 2.55788 -3.75229 1.15130 0.358
H 2.88412 -2.60330 -0.16778 0.244
H -0.63295 -2.11209 -0.74935 0.562
H 0.93846 -1.39515 -1.19360 0.441
H -0.11087 2.02184 -0.74164 0.399
```

Output
Gap between HOMO and LUMO (alpha / beta)   0.250 / 0.251 Eh
LUMO level (alpha / beta)   0.449 / 0.454 eV
Spin multiplicity   1

---

Ranked by calculated energy, most stable first: entry 2, entry 1, entry 3.